{"formula": "C39H39BCdN11O2", "method": "ωB97M-V/def2-TZVPD", "total_charge": 2, "s_squared": 0.76, "spin_multiplicity": 2, "symbols": ["C", "H", "H", "C", "C", "N", "H", "C", "C", "H", "N", "C", "H", "N", "H", "C", "H", "N", "N", "H", "H", "N", "C", "H", "C", "H", "C", "C", "C", "C", "Cd", "C", "C", "C", "N", "C", "C", "H", "O", "C", "C", "H", "H", "H", "H", "C", "H", "C", "C", "C", "C", "C", "O", "H", "H", "C", "N", "C", "C", "H", "H", "C", "H", "H", "C", "H", "C", "H", "C", "N", "H", "H", "H", "B", "C", "H", "C", "H", "H", "N", "H", "C", "H", "H", "N", "H", "H", "H", "C", "C", "H", "H", "C"], "coordinates": [[1.25826, -4.02100, 2.32902], [6.33240, -1.18986, -3.84870], [-4.49274, 4.35527, 1.82896], [4.08010, 0.22212, 1.70316], [-3.89225, -1.42438, -2.77042], [-1.89069, 2.26234, 2.05238], [1.64658, 3.34268, -4.06647], [0.56762, -2.73277, -1.14314], [-1.83471, -1.05906, -3.95252], [0.43252, 4.43045, -0.58528], [-0.23773, 0.36579, 2.97074], [1.45660, 2.66661, -3.25117], [-1.07830, -1.40753, -4.64635], [2.63755, -0.11207, 0.06120], [-0.95374, 4.18905, -1.64828], [-2.85922, 2.99904, 1.52159], [-0.06644, -5.70705, 2.29726], [1.46003, 0.88048, -1.93587], [0.69895, -1.39727, -0.97631], [2.51673, 0.80618, -3.79272], [3.16364, -2.67224, -5.22614], [2.75601, -1.18952, -2.31461], [2.19969, -1.73869, -3.49576], [-2.47547, 2.79945, 5.30325], [-2.89327, -1.89001, -3.61423], [6.25281, -2.72294, -3.02065], [-0.81633, -2.66360, 3.57029], [-0.98434, -3.98579, 3.19032], [4.38402, -1.90385, -3.53214], [0.38755, -2.00913, 3.32892], [-0.33819, 1.10417, 0.65778], [-2.76573, 0.69910, -2.59229], [-2.48172, -1.74687, 0.64333], [1.42063, -2.69365, 2.70065], [-0.38073, -0.93063, -0.31627], [2.70742, 2.09376, 2.89876], [-1.19626, -1.95150, -0.08260], [5.92339, -2.65940, -4.77582], [-0.61882, 0.94822, 5.10067], [5.79451, -2.14413, -3.82892], [-0.63075, -3.12626, -0.60092], [2.29335, 2.99041, 2.43693], [-2.95215, -2.89052, -4.02179], [-4.61728, 0.21613, -1.60720], [-1.04092, -4.12038, -0.57219], [-3.71718, 3.76434, 2.29495], [-0.38844, -1.02142, 5.67615], [-0.82313, 1.12875, 3.80410], [-3.82896, -0.13402, -2.26498], [0.75065, 2.92480, -2.06527], [0.05683, -4.66792, 2.57290], [1.89485, 1.37389, -3.12091], [-3.92064, 3.48727, -0.60158], [2.07630, -4.55477, 1.86241], [-1.63019, -2.14507, 4.06670], [-3.55400, 3.72765, 3.67396], [0.76000, 1.84930, -1.29034], [0.13688, 4.20935, -1.61126], [0.21543, -0.24769, 5.20673], [-1.82162, 2.58534, -2.54322], [2.01667, 1.77028, 3.67886], [-3.89003, 2.96365, -1.96689], [1.33442, -3.32181, -1.62087], [-2.29211, -1.38626, 1.65562], [2.94953, 1.03963, 1.86667], [1.12906, -1.72798, -3.62952], [-2.97737, 2.82504, 0.05505], [-3.85126, 3.81296, -2.64202], [3.84091, -0.48632, 0.55086], [2.07749, 0.81007, 0.89404], [4.46239, -1.19924, 0.04220], [1.64093, -0.32469, 3.55413], [-4.72801, -2.06287, -2.51649], [1.87771, -0.43967, -1.23020], [0.59790, -0.57621, 3.74632], [-1.91934, -4.49138, 3.39326], [3.21902, -2.19236, -4.26424], [3.64305, 2.36659, 3.38248], [0.47371, 5.02905, -2.24205], [4.02737, -1.26528, -2.32522], [4.96126, 0.18493, 2.31996], [-2.59151, 2.89679, 4.23332], [2.36286, -2.18743, 2.51964], [-0.94484, 0.88290, -3.70623], [-2.23319, 2.01495, -0.58152], [-4.81369, 2.41062, -2.12362], [1.06208, -0.00435, 5.84154], [-3.03570, -2.68034, 0.71580], [-1.78643, 2.16837, 3.37199], [-1.76868, 0.22808, -3.43977], [-4.19757, 4.31784, 4.31181], [-3.10090, -1.01656, 0.12208], [-2.62506, 2.08009, -2.00375]], "forces_ev_per_a": [[0.0, 0.0, 0.0], [0.0, 0.0, 0.0], [0.0, 0.0, 0.0], [0.0, 0.0, 0.0], [0.0, 0.0, 0.0], [0.0, -0.1, 0.0], [0.0, 0.0, 0.0], [0.1, 0.0, 0.0], [0.0, 0.0, 0.0], [0.0, 0.0, 0.0], [0.0, 0.0, 0.0], [0.0, 0.0, 0.0], [0.0, 0.0, 0.0], [0.0, -0.1, 0.0], [0.1, 0.0, 0.0], [0.0, 0.0, 0.0], [0.0, 0.0, 0.0], [0.0, 0.1, 0.0], [0.0, 0.1, 0.0], [0.0, 0.0, 0.0], [0.0, 0.0, 0.0], [0.0, 0.1, 0.1], [-0.2, 0.0, 0.0], [0.0, 0.0, 0.0], [0.0, 0.0, 0.0], [0.0, 0.0, 0.0], [0.0, 0.0, 0.0], [0.0, 0.0, 0.0], [-0.1, 0.0, 0.1], [0.0, 0.0, 0.0], [0.1, -0.1, -0.1], [0.0, 0.0, 0.0], [0.0, 0.0, 0.0], [0.0, 0.0, 0.0], [-0.1, 0.1, 0.1], [0.0, 0.0, 0.0], [0.0, -0.1, 0.0], [0.0, 0.0, 0.0], [0.0, 0.0, 0.0], [0.0, 0.0, 0.0], [0.0, 0.0, 0.0], [0.0, 0.0, 0.0], [0.0, 0.0, 0.0], [0.0, 0.0, 0.0], [0.0, 0.0, 0.0], [0.0, 0.0, 0.0], [0.0, 0.0, 0.0], [0.0, 0.0, 0.0], [0.0, 0.0, 0.0], [0.1, 0.1, 0.1], [0.0, 0.0, 0.0], [0.1, 0.0, 0.0], [0.0, 0.0, 0.0], [0.0, 0.0, 0.0], [0.0, 0.0, 0.0], [0.0, 0.0, 0.0], [-0.2, -0.2, -0.1], [0.0, 0.0, 0.0], [0.0, 0.0, 0.0], [0.0, 0.0, 0.0], [0.0, 0.0, 0.0], [0.0, 0.0, 0.0], [0.0, 0.0, 0.0], [0.0, 0.0, 0.0], [0.0, 0.0, 0.0], [0.0, 0.0, 0.0], [0.0, 0.0, 0.0], [0.0, 0.0, 0.0], [0.0, 0.0, 0.0], [0.0, 0.0, 0.0], [0.0, 0.0, 0.0], [0.0, 0.0, 0.0], [0.0, 0.0, 0.0], [0.0, 0.0, -0.1], [0.0, 0.0, 0.0], [0.0, 0.0, 0.0], [0.1, -0.1, -0.1], [0.0, 0.0, 0.0], [0.0, 0.0, 0.0], [0.1, 0.0, 0.0], [0.0, 0.0, 0.0], [0.0, 0.0, 0.0], [0.0, 0.0, 0.0], [0.0, 0.0, 0.0], [0.1, 0.1, 0.0], [0.0, 0.0, 0.0], [0.0, 0.0, 0.0], [0.0, 0.0, 0.0], [0.0, 0.0, 0.0], [0.0, 0.0, 0.0], [0.0, 0.0, 0.0], [0.0, 0.0, 0.0], [0.0, 0.0, 0.0]], "lowdin_spin": [0.000, 0.021, 0.000, 0.000, 0.000, 0.000, 0.000, 0.006, 0.000, 0.000, 0.000, 0.001, 0.000, 0.000, 0.000, 0.000, 0.000, 0.008, 0.004, 0.002, -0.003, 0.188, 0.179, 0.000, 0.000, 0.019, 0.000, 0.000, 0.257, 0.000, 0.000, 0.000, 0.000, 0.000, 0.001, 0.000, 0.000, 0.000, 0.000, 0.057, 0.001, 0.000, 0.000, 0.000, 0.000, 0.000, 0.000, 0.000, 0.000, 0.001, 0.000, 0.005, 0.000, 0.000, 0.000, 0.000, 0.002, 0.000, 0.000, 0.000, 0.000, 0.000, 0.003, 0.000, 0.000, 0.004, 0.000, 0.000, 0.000, 0.000, 0.000, 0.000, 0.000, 0.008, 0.000, 0.000, 0.003, 0.000, 0.000, 0.233, 0.000, 0.000, 0.000, 0.000, 0.000, 0.000, 0.000, 0.000, 0.000, 0.000, 0.000, 0.000, 0.000]}

=====

{"formula": "C39H39Br2N2O4PSn", "method": "ωB97M-V/def2-TZVPD", "total_charge": 2, "symbols": ["H", "H", "C", "C", "H", "H", "H", "H", "H", "H", "H", "H", "H", "H", "C", "C", "N", "C", "C", "C", "C", "C", "H", "C", "H", "O", "P", "C", "H", "Sn", "C", "H", "C", "C", "C", "C", "H", "Br", "C", "Br", "H", "H", "H", "H", "C", "C", "C", "C", "H", "O", "H", "O", "C", "O", "C", "C", "C", "C", "H", "H", "C", "C", "C", "H", "C", "C", "C", "C", "H", "C", "H", "H", "H", "C", "H", "H", "C", "H", "C", "H", "C", "C", "H", "N", "H", "H", "H", "H"], "coordinates": [[0.17666, 3.20448, -5.26757], [-0.45042, -3.09608, 2.62625], [1.85876, -1.58745, 0.87383], [-4.48187, -0.81033, -6.19068], [6.05254, -0.33579, 4.95431], [-1.62555, -0.60380, 1.26786], [1.41324, -0.25570, -6.03496], [2.57254, -3.74624, 3.40010], [-6.81947, 0.49972, -5.72227], [1.87217, -2.64218, 6.27108], [4.07184, -0.17660, 3.50541], [2.36278, 1.08758, -4.39725], [3.48279, -4.09027, -0.75474], [-4.65330, 2.65486, -6.29085], [-4.67339, 0.58926, -5.58872], [-0.03840, -1.90584, 4.38056], [0.00866, 0.03662, 0.57845], [4.01961, -0.74122, 4.43035], [-2.23291, 0.87668, -4.97361], [-0.44386, -1.57893, 5.67886], [1.90711, -2.11246, 2.18038], [-1.89651, -3.42263, 4.16867], [1.42213, 0.41664, -3.05961], [-3.82237, 1.04408, -3.22095], [3.86174, -2.78285, 7.70579], [-0.69621, -0.67509, 1.52820], [1.45390, -1.24704, 3.68695], [1.28622, 1.33384, 4.09668], [-2.03046, 0.72098, -6.02563], [-0.47205, 2.27569, -0.02777], [0.43857, -0.24663, -5.54258], [-3.50912, -0.91266, -6.67660], [5.13432, -0.83039, 5.24167], [1.44257, 1.20095, -3.81991], [-2.29617, -3.09805, 5.45948], [-4.58855, 1.64485, -6.70141], [-1.88510, -1.92867, 7.21491], [2.99522, 3.99482, 0.01496], [2.77625, -2.12086, 5.98400], [-3.16567, 1.58164, -0.51359], [3.48116, -5.05356, 1.53531], [-4.83080, 1.03062, -2.83100], [-5.41361, 1.50957, -7.40345], [-4.56073, -1.58076, -5.42015], [2.83056, -1.37726, 4.80785], [0.25768, 1.07895, -4.78589], [5.07308, -1.56186, 6.42410], [-2.75344, 1.27581, -2.37832], [0.10715, -0.85010, 6.25765], [1.39534, 0.29756, 3.17487], [-0.39764, 2.16376, -6.57389], [-0.44331, 1.57258, -1.87642], [-6.06247, 0.65970, -4.95419], [1.01236, 1.11341, 5.23586], [1.53376, 2.67139, 3.50154], [-1.41914, 1.32336, -2.78169], [3.90224, -2.20730, 6.78994], [1.19472, -0.36982, 0.39023], [5.94733, -1.63260, 7.05841], [-3.65972, 1.56688, -7.26941], [2.46714, -2.30570, -0.15476], [2.08687, 5.10521, 2.46248], [-3.56527, 0.84460, -4.56711], [0.39430, -1.09583, -4.85560], [-0.76891, -2.83007, 3.62729], [1.29165, 3.78428, 4.28128], [1.57221, 5.03271, 3.73864], [3.03649, -4.08645, 1.34336], [-6.20194, -0.11314, -4.19407], [-1.13936, 1.09399, -4.13762], [1.33021, 2.27859, -6.23968], [-6.25512, 1.63713, -4.50453], [1.39732, 5.93357, 4.31078], [0.34125, 2.25194, -5.77647], [1.47691, 2.17184, -3.32861], [2.47175, -1.89305, -1.15769], [3.03501, -3.55013, 0.06882], [1.72673, 0.18408, -0.38193], [2.29100, 3.91220, 1.76950], [2.33151, 6.05024, 1.99880], [-1.57111, -2.17880, 6.21048], [2.50214, -3.35343, 2.39187], [-5.25046, -0.99977, -6.94268], [2.01890, 2.71904, 2.25057], [-3.17467, -3.56585, 5.88483], [-2.45753, -4.14314, 3.58802], [0.90708, 3.66890, 5.28546], [-0.31693, -0.39818, -6.31282]], "forces_ev_per_a": [[0.0, 0.0, 0.0], [0.0, 0.0, 0.1], [0.0, -0.3, 0.1], [0.0, 0.0, 0.0], [0.0, 0.0, 0.0], [-0.1, 0.1, 0.0], [0.0, 0.0, 0.0], [0.0, 0.0, 0.0], [0.0, 0.0, 0.0], [0.0, 0.0, 0.0], [0.0, 0.0, 0.0], [0.0, 0.0, 0.0], [0.0, 0.0, 0.0], [0.0, 0.0, 0.0], [0.0, 0.0, 0.0], [0.0, 0.0, -0.1], [-0.1, 0.0, 0.3], [0.0, 0.1, 0.0], [0.0, 0.0, 0.0], [0.0, 0.1, 0.0], [0.0, 0.2, -0.2], [0.0, 0.0, 0.0], [0.0, 0.0, 0.0], [-0.1, 0.0, 0.2], [0.0, 0.0, 0.0], [0.0, 0.0, 0.1], [0.1, 0.0, 0.1], [-0.1, -0.4, 0.0], [0.0, 0.0, 0.0], [-0.1, 0.2, -0.2], [0.0, 0.0, 0.0], [0.0, 0.0, 0.0], [0.0, 0.0, 0.0], [0.0, 0.0, 0.0], [0.0, 0.0, 0.0], [0.0, 0.0, 0.0], [0.0, 0.0, 0.0], [-0.1, -0.1, 0.0], [-0.1, -0.1, 0.0], [0.0, 0.0, 0.0], [0.0, 0.0, 0.0], [0.0, 0.0, 0.0], [0.0, 0.0, 0.0], [0.0, 0.0, 0.0], [0.0, 0.1, -0.1], [0.0, 0.0, 0.0], [0.0, 0.0, 0.0], [0.0, -0.1, -0.2], [0.0, 0.0, 0.0], [0.0, -0.1, 0.2], [0.0, 0.0, 0.0], [0.2, 0.2, 0.0], [0.0, 0.0, 0.0], [0.0, 0.1, 0.0], [0.2, 0.0, -0.2], [0.0, 0.0, 0.4], [0.0, 0.0, 0.0], [0.3, 0.0, -0.4], [0.0, 0.0, 0.0], [0.0, 0.0, 0.0], [0.0, 0.0, 0.0], [0.1, 0.1, -0.1], [0.0, 0.0, -0.1], [0.0, 0.0, 0.0], [0.0, -0.1, -0.1], [0.0, 0.0, 0.1], [0.0, 0.0, 0.0], [0.0, 0.0, 0.0], [0.0, 0.0, 0.0], [-0.1, 0.0, -0.1], [0.0, 0.0, 0.0], [0.0, 0.0, 0.0], [0.0, 0.0, 0.0], [0.0, 0.0, 0.0], [0.0, 0.0, 0.0], [0.0, 0.0, 0.0], [0.0, 0.0, 0.0], [0.0, 0.1, 0.1], [0.0, -0.1, 0.1], [0.0, 0.0, 0.0], [-0.1, 0.0, 0.0], [0.0, 0.0, 0.1], [0.0, 0.0, 0.0], [-0.1, 0.1, 0.0], [0.0, 0.0, 0.0], [0.0, 0.0, 0.0], [0.0, 0.0, 0.0], [0.0, 0.0, 0.0]], "mulliken_charge": [0.379, 0.436, 0.517, -1.562, 0.452, 0.324, 0.477, 0.523, 0.417, 0.513, 0.401, 0.604, 0.462, 0.370, 1.795, 0.470, -0.233, -0.784, -0.040, -0.379, 0.421, -0.877, 0.108, -0.110, 0.461, -0.191, 1.584, 0.350, 0.360, 0.667, -1.698, 0.311, -0.836, -1.920, -0.559, -1.603, 0.449, -0.042, -0.265, -0.270, 0.464, 0.613, 0.467, 0.364, 0.879, 2.119, -0.513, -0.129, 0.576, 0.579, 0.335, -0.758, -2.147, -0.534, 0.316, 1.815, -0.826, -0.609, 0.432, 0.329, -0.889, -0.490, -0.489, 0.384, -0.426, -0.696, -0.544, -0.920, 0.389, -1.222, 0.446, 0.426, 0.479, -1.653, 0.336, 0.519, -0.751, 0.513, 0.032, 0.448, -0.832, -0.408, 0.455, -0.077, 0.432, 0.457, 0.510, 0.321]}

=====

Taking the records one at a time from the top gives molecular weight values of 817.04, 909.24 g/mol.
Taking the records one at a time from the top gives strongest force on any atom values of 0.27, 0.45 eV Å⁻¹.
Taking the records one at a time from the top gives relative energy (zero: lowest compared OMol25 entry of this formula, charge and spin) values of 0.8, 9.4 kcal per mole.